Record 1
Below is C8H13NO2 in the gas phase in a non-equilibrium geometry, with properties calculated with ωB97M-V with the def2-TZVPD basis set.

The geometry in ORCA input format:
```
! RIJCOSX wB97M-V def2-TZVPD def2/J DEFGRID3
* xyz 0 1
C -2.191 0.731 0.345
C -0.949 -0.079 0.479
C -0.752 -0.372 2.022
C -1.170 -1.436 -0.254
C 0.270 0.685 -0.097
O 0.144 0.821 -1.489
C 1.125 0.236 -2.200
O 1.237 0.245 -3.392
N 2.071 -0.343 -1.371
C 2.946 0.614 -0.685
C 1.754 0.032 -0.041
H -3.096 0.028 0.388
H -2.465 1.009 -0.730
H -2.233 1.685 0.894
H -1.706 -0.555 2.529
H -0.087 -1.243 2.349
H -0.205 0.610 2.361
H -1.811 -1.566 -1.183
H -1.819 -1.977 0.513
H -0.263 -2.083 -0.412
H 0.299 1.694 0.342
H 3.109 1.774 -0.772
H 3.905 0.124 -0.468
H 1.887 -0.634 0.873
*
```

Output
ΔE to the lowest compared entry with this formula, charge and spin	254.58	kJ/mol
lowest unoccupied orbital energy	0.67	eV
HOMO	-10.12	eV
structure (SMILES)	CC(C)(C)[C@@H]1OC(=O)N2C[C@@H]12


Record 2
Below is a 2-piece molecular cluster, C8H13NO2 overall in a non-equilibrium geometry, with properties calculated with ωB97M-V with the def2-TZVPD basis set.

The geometry in ORCA input format:
```
! RIJCOSX wB97M-V def2-TZVPD def2/J DEFGRID3
* xyz 0 1
C 3.941 -0.517 -0.089
C 3.228 -1.216 0.810
C 2.907 0.458 -0.581
C -0.751 1.642 0.419
C -2.317 -0.508 -0.107
C 0.329 -1.526 -1.231
C -0.901 0.134 0.211
C 0.151 -0.103 -0.823
N 1.805 0.374 0.355
O 2.864 1.108 -1.651
O 2.028 -0.700 1.161
H 4.833 -0.639 -0.553
H 3.358 -2.210 1.088
H -1.136 2.244 -0.462
H -1.244 1.998 1.286
H 0.376 1.796 0.550
H -2.633 -1.143 0.715
H -3.167 0.278 -0.363
H -2.273 -1.241 -0.963
H -0.491 -1.800 -1.794
H 1.266 -1.806 -1.663
H 0.329 -2.094 -0.306
H -0.607 -0.463 1.038
H 0.338 0.729 -1.662
*
```

Output
ΔE to the lowest compared entry with this formula, charge and spin	496.84	kJ/mol
lowest unoccupied orbital energy (spin up / spin down)	0.04 / 0.04	eV
HOMO (spin up / spin down)	-8.77 / -8.77	eV


Record 3
Below is C8H13NO3S in the gas phase in a non-equilibrium geometry, with properties calculated with ωB97M-V with the def2-TZVPD basis set.

The geometry in ORCA input format:
```
! RIJCOSX wB97M-V def2-TZVPD def2/J DEFGRID3
* xyz 0 1
C 3.751 -0.318 0.428
C 2.762 0.051 -0.282
C -1.393 -1.703 0.142
C -1.411 -2.017 1.557
C -0.340 -0.284 -1.771
C 1.714 1.172 0.094
C -2.507 1.530 -0.119
C -0.506 -0.609 -0.308
N -1.389 2.142 0.059
O -0.674 1.939 1.231
O -2.217 -2.173 -0.647
O -0.947 3.042 -0.771
S 0.369 0.200 0.876
H 4.324 -1.041 0.014
H 3.817 0.002 1.452
H 2.440 -0.420 -1.237
H -0.989 -3.098 1.598
H -2.369 -2.040 2.070
H -0.618 -1.415 2.039
H -0.336 0.769 -1.971
H 0.363 -0.948 -2.210
H -1.311 -0.701 -2.249
H 1.403 1.817 -0.783
H 1.915 1.712 1.082
H -2.730 0.718 0.689
H -3.123 1.674 -0.981
*
```

Output
ΔE to the lowest compared entry with this formula, charge and spin	784.95	kJ/mol
lowest unoccupied orbital energy	-0.88	eV
HOMO	-8.77	eV


Record 4
Below is C8H13NOSr as an isolated structure in a non-equilibrium geometry, with properties calculated with ωB97M-V with the def2-TZVPD basis set.

The geometry in ORCA input format:
```
! RIJCOSX wB97M-V def2-TZVPD def2/J DEFGRID3
* xyz -2 1
C -1.794 0.996 -1.425
C -2.249 -0.339 -1.193
C -1.437 -1.216 -1.974
C -0.485 -0.424 -2.688
C -0.712 0.943 -2.350
Sr 0.358 -0.132 0.295
N 0.238 2.031 0.871
C -0.378 1.262 2.147
C -1.334 0.165 2.069
H -1.572 -2.298 -2.068
H -3.104 -0.621 -0.585
H 0.239 -0.792 -3.414
H -0.196 1.805 -2.773
H -2.242 1.904 -1.012
H -2.367 0.368 1.777
H 0.493 0.910 2.788
H 0.783 2.798 1.296
H -1.169 -0.689 2.736
H -0.991 2.051 2.636
C 3.651 -1.777 0.562
O 2.375 -1.213 0.665
H 3.700 -2.591 1.294
H 4.370 -0.986 0.805
H 3.823 -2.157 -0.455
*
```

Output
ΔE to the lowest compared entry with this formula, charge and spin	28.17	kJ/mol
lowest unoccupied orbital energy	5.83	eV
HOMO	1.73	eV


Record 5
Below is C8H13NPV as an isolated structure in a non-equilibrium geometry, with properties calculated with ωB97M-V with the def2-TZVPD basis set.

The geometry in ORCA input format:
```
! RIJCOSX wB97M-V def2-TZVPD def2/J DEFGRID3
* xyz 0 3
C 2.607 -0.525 -0.925
C 2.337 -1.692 -1.669
C 1.150 -1.794 -2.412
C 0.367 -0.624 -2.636
C 0.798 0.637 -2.160
V 0.804 -0.343 -0.623
P 1.454 1.681 0.481
H 3.482 -0.405 -0.288
H 3.066 -2.507 -1.713
H 0.873 -2.726 -2.898
H 0.393 1.567 -2.538
H -0.563 -0.717 -3.193
H 0.711 2.886 0.220
H 2.705 2.178 0.009
H 1.784 1.735 1.887
C -2.714 0.227 3.028
C -2.668 0.229 1.495
C -1.379 -0.158 0.971
N -0.705 -1.030 0.493
H -2.724 -0.791 3.433
H -3.628 0.710 3.376
H -1.873 0.762 3.477
H -3.379 -0.524 1.111
H -2.899 1.222 1.075
*
```

Output
lowest unoccupied orbital energy (spin up / spin down)	-0.04 / 0.06	eV
HOMO (spin up / spin down)	-5.67 / -7.39	eV


Record 6
Below is a 2-piece molecular cluster, C8H13NS overall in a non-equilibrium geometry, with properties calculated with ωB97M-V with the def2-TZVPD basis set.

The geometry in ORCA input format:
```
! RIJCOSX wB97M-V def2-TZVPD def2/J DEFGRID3
* xyz 0 1
C 1.422 -2.518 -0.925
C 0.859 -1.693 -0.032
N 0.027 -0.651 -0.227
C -0.362 -0.003 -1.421
C -0.945 1.139 -0.579
C -2.505 1.322 -0.870
C -0.531 0.328 0.606
C -0.635 0.500 1.921
H 0.988 -2.384 -1.937
H 2.056 -3.236 -0.603
H 1.187 -1.558 0.972
H -0.954 -0.649 -2.098
H 0.436 0.308 -2.110
H -0.389 2.100 -0.601
H -2.787 0.346 -1.112
H -2.640 1.961 -1.730
H -2.932 1.838 0.098
H -0.190 -0.049 2.657
H -1.283 1.474 2.264
C 3.520 0.971 1.174
S 2.812 0.938 -0.273
H 3.017 0.459 2.069
H 4.292 1.719 1.466
*
```

Output
ΔE to the lowest compared entry with this formula, charge and spin	317.17	kJ/mol
lowest unoccupied orbital energy	-0.42	eV
HOMO	-7.60	eV
structure (SMILES)	C=CN1C[C@@H](C)C1=C.C=S


Record 7
Below is C8H13NS in the gas phase in a non-equilibrium geometry, with properties calculated with ωB97M-V with the def2-TZVPD basis set.

The geometry in ORCA input format:
```
! RIJCOSX wB97M-V def2-TZVPD def2/J DEFGRID3
* xyz 0 1
C 0.547 1.731 1.099
C 3.178 0.462 0.765
C 0.221 0.655 0.465
C 2.469 -0.576 0.505
C -2.046 1.296 -0.486
C -1.730 -0.975 0.586
C -0.546 -0.446 -1.490
C -1.083 0.182 -0.191
N 2.191 -1.789 0.175
S 2.369 2.000 1.337
H 0.135 2.640 1.354
H 4.210 0.552 0.889
H -1.794 1.978 -1.253
H -2.986 0.898 -0.990
H -2.418 1.914 0.428
H -1.731 -0.708 1.703
H -2.732 -1.265 0.327
H -1.094 -1.941 0.430
H -0.446 -1.595 -1.361
H -1.354 -0.569 -2.313
H 0.382 -0.007 -1.812
H 2.431 -2.650 0.596
H 1.828 -1.787 -0.763
*
```

Output
ΔE to the lowest compared entry with this formula, charge and spin	481.10	kJ/mol
lowest unoccupied orbital energy (spin up / spin down)	0.56 / 0.56	eV
HOMO (spin up / spin down)	-7.12 / -7.12	eV


Record 8
Below is a 2-piece molecular cluster, C8H13NS2 overall in a non-equilibrium geometry, with properties calculated with ωB97M-V with the def2-TZVPD basis set.

The geometry in ORCA input format:
```
! RIJCOSX wB97M-V def2-TZVPD def2/J DEFGRID3
* xyz 0 1
C 1.485 1.074 1.973
C 0.143 1.609 2.153
C 1.555 0.231 0.919
C -0.604 1.163 1.128
C 2.652 -0.693 0.353
C -2.102 1.211 0.857
C -1.075 -0.835 -3.296
C -0.172 -0.389 -0.714
N 0.273 0.391 0.311
S -0.824 -2.686 0.086
S -1.310 0.201 -1.868
H 2.281 1.118 2.753
H -0.113 2.349 2.983
H 2.217 -1.636 0.518
H 2.881 -0.446 -0.631
H 3.629 -0.527 0.881
H -2.533 0.270 0.679
H -2.653 1.700 1.609
H -2.375 1.818 0.039
H -1.479 -1.803 -3.043
H -0.060 -0.847 -3.569
H -1.672 -0.431 -4.101
H 0.607 -0.865 -1.253
H -0.751 -1.979 1.236
*
```

Output
ΔE to the lowest compared entry with this formula, charge and spin	77.48	kJ/mol
lowest unoccupied orbital energy (spin up / spin down)	-0.26 / -0.26	eV
HOMO (spin up / spin down)	-8.10 / -8.10	eV


Record 9
Below is C8H13NSc as an isolated structure in a non-equilibrium geometry, with properties calculated with ωB97M-V with the def2-TZVPD basis set.

The geometry in ORCA input format:
```
! RIJCOSX wB97M-V def2-TZVPD def2/J DEFGRID3
* xyz -1 1
C 0.899 0.224 -2.171
C 0.288 1.406 -1.649
C -1.124 1.207 -1.616
C -1.394 -0.153 -2.014
C -0.134 -0.738 -2.407
Sc -0.165 -0.397 -0.008
N 1.411 -1.120 1.121
C 1.773 0.125 2.105
C 0.914 1.224 1.661
H -1.847 1.920 -1.218
H 0.808 2.313 -1.383
H -2.361 -0.683 -1.965
H 0.042 -1.768 -2.751
H 1.949 0.076 -2.408
H 1.398 2.034 1.068
H 2.922 0.187 1.906
H 2.323 -1.753 1.143
H -0.091 1.372 2.196
H 1.434 -0.697 2.851
C -2.053 -1.118 1.219
H -2.354 -2.196 0.945
H -2.923 -0.414 1.077
H -1.716 -1.051 2.298
*
```

Output
ΔE to the lowest compared entry with this formula, charge and spin	56.52	kJ/mol
lowest unoccupied orbital energy	3.22	eV
HOMO	-2.45	eV


Record 10
Below is C8H13P in the gas phase in a non-equilibrium geometry, with properties calculated with ωB97M-V with the def2-TZVPD basis set.

The geometry in ORCA input format:
```
! RIJCOSX wB97M-V def2-TZVPD def2/J DEFGRID3
* xyz 0 1
C 3.270 -0.470 0.502
P 2.320 0.338 -0.607
C 0.698 0.216 0.217
C -0.035 1.528 0.318
C -0.690 2.116 -0.898
C -1.445 1.294 0.118
C -1.692 -0.187 -0.240
C -0.296 -0.679 -0.584
C -0.137 -2.083 -0.070
H 4.301 -0.657 0.463
H 2.664 -0.884 1.305
H 0.953 -0.185 1.236
H 0.304 2.125 1.258
H -0.398 1.674 -1.872
H -0.812 3.228 -0.961
H -2.083 1.828 0.830
H -1.989 -0.860 0.499
H -2.384 -0.260 -1.152
H 0.040 -0.880 -1.662
H -0.360 -2.188 1.036
H 0.776 -2.582 -0.276
H -0.902 -2.744 -0.486
*
```

Output
ΔE to the lowest compared entry with this formula, charge and spin	60.99	kJ/mol
lowest unoccupied orbital energy	0.60	eV
HOMO	-9.24	eV
structure (SMILES)	C=P[C@H]1[C@H]2C[C@H]2C[C@@H]1C


no.,total energy (eV)
1,-14089.673
2,-14087.162
3,-26967.136
4,-12875.710
5,-44966.813
6,-20827.787
7,-20826.088
8,-31665.103
9,-30695.364
10,-17792.898